C5H9IN | ωB97M-V with the def2-TZVPD basis set

- Energy relative to the best compared isomer or geometry (same formula, charge and spin): 22.0 kcal/mol
- Molecular weight: 210.0 g mol⁻¹
- Kohn-Sham gap: 9.643 eV
- Structure (SMILES): CCC(C)=[N+]=CI
- E_HOMO: -14.33 eV

Geometry as ORCA input:
```
! wB97M-V def2-TZVPD RIJCOSX def2/J DEFGRID3
* xyz 1 1
C 0.74892 0.15640 -3.11528
C -0.19063 0.56729 -0.85519
C 0.04910 1.83726 -0.23024
C -0.56097 -1.33961 0.71777
C -1.23299 -0.36373 -0.28841
N 0.37258 0.24320 -1.92424
I -0.42803 0.87968 -4.65692
H 1.68270 -0.52009 -3.31948
H 0.79533 1.64650 0.55472
H -0.87066 2.34807 0.09296
H 0.57038 2.47565 -1.02790
H 0.37553 -1.68367 0.16664
H -1.25847 -2.17741 0.83107
H -0.10442 -0.76803 1.57809
H -1.95306 0.18489 0.27343
H -1.74207 -0.89867 -1.09236
*
```

These are the Mulliken partial charges, in e, on atoms 1 to 8: atom 1 (C): -0.185, atom 2 (C): 0.365, atom 3 (C): -1.075, atom 4 (C): -1.009, atom 5 (C): -0.563, atom 6 (N): 0.032, atom 7 (I): 0.286, atom 8 (H): 0.401

C3H3N3 | ωB97M-V with the def2-TZVPD basis set

- Energy relative to the best compared isomer or geometry (same formula, charge and spin): 45.9 kcal/mol
- Molecular weight: 81.1 g mol⁻¹
- Kohn-Sham gap: 9.408 eV
- Structure (SMILES): [H]/N=C1/C=NC=N1
- E_HOMO: -10.80 eV

Geometry as ORCA input:
```
! wB97M-V def2-TZVPD RIJCOSX def2/J DEFGRID3
* xyz 0 1
C -0.54020 0.50737 -0.01898
C -0.69578 -0.77192 0.50256
C 1.27243 -0.55354 -0.29790
H -0.96765 2.40380 -0.51684
H -1.62225 -1.40241 0.83036
H 2.28916 -0.93793 -0.25964
N -1.23135 1.57266 0.16050
N 0.37807 -1.49113 0.29692
N 0.86499 0.61062 -0.62428
*
```

These are the Mulliken partial charges, in e, on atoms 1 to 8: atom 1 (C): 0.600, atom 2 (C): -0.144, atom 3 (C): 0.028, atom 4 (H): 0.327, atom 5 (H): 0.320, atom 6 (H): 0.364, atom 7 (N): -0.573, atom 8 (N): -0.432

C7H28O10 | ωB97M-V with the def2-TZVPD basis set

- Energy relative to the best compared isomer or geometry (same formula, charge and spin): 114.1 kcal/mol
- Molecular weight: 272.3 g mol⁻¹
- Kohn-Sham gap: 8.689 eV
- Structure (SMILES): C=CC(=C)CCC=O.O.O.O.O.O.O.O.O.O
- E_HOMO: -8.68 eV

Geometry as ORCA input:
```
! wB97M-V def2-TZVPD RIJCOSX def2/J DEFGRID3
* xyz 0 1
O 1.24983 1.38985 -3.64522
C 2.30897 1.15091 -3.21517
C 2.68167 1.59859 -1.84704
C 3.51662 0.49683 -1.04402
C 2.57916 -0.40290 -0.30212
C 2.01662 -0.19538 0.93514
C 3.03210 -2.41867 -1.73171
C 2.08050 -1.47503 -1.17192
H 3.06683 0.39501 -3.63671
H 3.19611 2.60988 -2.06589
H 1.81491 1.95537 -1.28006
H 4.10230 1.06818 -0.23317
H 4.33446 -0.00144 -1.61449
H 2.44446 0.61837 1.55611
H 1.19273 -0.65608 1.55247
H 2.63088 -2.96732 -2.67730
H 3.95918 -2.25207 -1.29819
H 0.97178 -1.35998 -1.29284
H 0.27499 -0.37785 3.33797
H 0.50902 1.12130 3.24765
O 1.08272 0.30323 3.35632
H -2.67167 -1.34331 -0.28265
H -2.51570 -1.03248 1.22302
O -2.93122 -1.62103 0.52880
H -1.41222 1.44690 -3.81873
H -0.17412 2.22581 -2.97594
O -1.10165 1.85874 -3.02823
H -1.12923 -2.37054 3.32180
H -1.09223 -3.16775 2.04957
O -0.53503 -2.75772 2.68406
H -2.86645 1.65260 0.80214
H -4.29435 1.66549 0.86998
O -3.54490 1.16485 1.36122
H -1.87920 1.56319 -1.55422
H -2.43235 3.05420 -1.26230
O -2.43331 2.11978 -0.91299
H -1.37929 3.01894 1.62226
H -0.64651 2.16624 0.64678
O -0.47191 2.77995 1.43646
H -1.91040 -3.88435 -0.34919
H -2.82359 -3.21799 0.67846
O -2.33049 -4.07116 0.53998
H -2.01763 -0.35933 4.43562
H -3.10808 -0.42165 3.22888
O -2.16386 -0.37593 3.43337
*
```

These are the Mulliken partial charges, in e, on atoms 1 to 8: atom 1 (O): -0.512, atom 2 (C): 0.083, atom 3 (C): -0.276, atom 4 (C): -0.928, atom 5 (C): 0.718, atom 6 (C): -0.718, atom 7 (C): -0.878, atom 8 (C): -0.346

C7H16O3 | ωB97M-V with the def2-TZVPD basis set

- Energy relative to the best compared isomer or geometry (same formula, charge and spin): 45.7 kcal/mol
- Molecular weight: 148.2 g mol⁻¹
- Kohn-Sham gap: 10.321 eV
- Structure (SMILES): CC(C)C(O)O.CC(C)=O
- E_HOMO: -9.60 eV

Geometry as ORCA input:
```
! wB97M-V def2-TZVPD RIJCOSX def2/J DEFGRID3
* xyz 0 1
C -1.57861 0.20793 -0.77783
C -1.34147 -0.28845 0.65545
C -2.33141 -1.38774 1.04563
C -1.39128 0.88762 1.62749
O -2.88157 0.66946 -1.01553
O -1.26295 -0.85853 -1.65957
H -3.49752 -0.03856 -0.78822
H -1.44527 -0.55649 -2.55728
H -0.92925 1.06829 -0.97626
H -0.33319 -0.71116 0.66018
H -0.62496 1.62014 1.37813
H -2.33594 -2.18422 0.30248
H -3.34269 -0.98918 1.15064
H -2.05163 -1.81780 2.00660
H -2.36299 1.37943 1.58021
H -1.22429 0.54490 2.64833
C 3.81588 0.83864 -0.04488
C 2.09379 -0.67596 -1.11323
C 2.22711 0.56752 -0.37776
O 1.46749 1.50111 -0.32168
H 1.10022 -0.87814 -1.50002
H 4.59942 0.29523 -0.57089
H 4.01038 1.90843 -0.03264
H 3.87131 0.50092 0.98903
H 2.64925 -1.50475 -0.69073
H 3.10019 -0.09866 -1.61765
*
```

These are the Mulliken partial charges, in e, on atoms 1 to 8: atom 1 (C): -0.139, atom 2 (C): 1.177, atom 3 (C): -1.756, atom 4 (C): -1.564, atom 5 (O): -0.545, atom 6 (O): -0.547, atom 7 (H): 0.365, atom 8 (H): 0.323

C7H24HgN6O6 | ωB97M-V with the def2-TZVPD basis set

- Energy relative to the best compared isomer or geometry (same formula, charge and spin): 88.5 kcal/mol
- Molecular weight: 488.9 g mol⁻¹
- Kohn-Sham gap: 7.062 eV
- E_HOMO: -6.64 eV

Geometry as ORCA input:
```
! wB97M-V def2-TZVPD RIJCOSX def2/J DEFGRID3
* xyz 0 1
Hg -0.23817 -0.14236 -0.41605
C 1.13863 2.87685 -2.94296
C -0.11183 1.96155 -3.15909
O -0.81620 1.53042 -2.04866
H 1.85897 2.46590 -2.23562
H 0.88005 3.89779 -2.66204
H 1.60291 3.02597 -3.91780
H 0.14060 1.17331 -3.86836
H -0.77283 2.48263 -3.85167
C 1.76740 -2.82780 2.81935
C 1.62587 -1.94388 1.59942
O 0.50208 -2.19062 0.75901
H 2.15282 -3.82183 2.59249
H 0.87275 -2.88938 3.43895
H 2.48711 -2.44513 3.54301
H 2.55666 -1.99857 1.03484
H 1.75637 -0.88214 1.80868
C -2.16343 -2.35532 -2.02874
O -1.73113 -1.63806 -1.12666
N -2.80736 -1.96453 -3.11181
N -2.32512 -3.59977 -1.98273
H -3.18733 -2.66581 -3.73143
H -3.05217 -0.98993 -3.21342
H -2.61152 -4.07938 -2.82419
H -2.16453 -4.06430 -1.10040
C 1.75219 2.30924 0.99174
O 1.31535 1.24607 0.56282
N 2.05374 3.33332 0.35340
N 2.13183 2.40674 2.20227
H 2.17400 4.25517 0.74814
H 1.44347 3.33998 -0.45135
H 2.82093 3.08845 2.48603
H 1.72509 1.79538 2.89574
C -1.88606 0.52987 2.47645
O -1.73394 0.60060 1.26961
N -2.28352 -0.47197 3.22352
N -1.67827 1.57975 3.19015
H -2.35455 -1.43277 2.92035
H -2.20080 -0.23354 4.20148
H -1.91493 1.62003 4.17120
H -1.33988 2.41015 2.72537
O 0.89652 -1.46336 -2.19895
H 0.90126 -1.43556 -3.15574
H 0.81688 -2.39323 -1.98628
*
```

These are the Mulliken partial charges, in e, on atoms 1 to 8: atom 1 (Hg): 2.171, atom 2 (C): -1.043, atom 3 (C): -0.288, atom 4 (O): -0.889, atom 5 (H): 0.218, atom 6 (H): 0.239, atom 7 (H): 0.406, atom 8 (H): 0.211

C29H68ClF4N28O13S | ωB97M-V with the def2-TZVPD basis set

- Energy relative to the best compared isomer or geometry (same formula, charge and spin): 0.0 kcal/mol
- Molecular weight: 1160.6 g mol⁻¹
- Kohn-Sham gap: 7.402 eV
- E_HOMO: -10.55 eV

Geometry as ORCA input:
```
! wB97M-V def2-TZVPD RIJCOSX def2/J DEFGRID3
* xyz 1 1
C 4.46769 1.32781 1.48757
C 2.94920 1.48450 1.71088
C 2.26357 0.45139 0.79362
Cl 0.52629 0.23813 1.22535
C 2.43990 0.78206 -0.68948
C 1.86185 1.93685 -1.23206
C 1.03499 2.91255 -0.45632
C 0.01849 3.67265 -1.32193
S -1.10716 2.59610 -2.25956
C -1.71604 1.43218 -1.09082
N -1.42229 0.17269 -1.19612
N -2.04604 -0.46719 -0.16771
C -2.67741 0.45661 0.51086
O -2.51806 1.66842 -0.01852
N 2.05686 2.22500 -2.52732
C 2.77675 1.45478 -3.34245
C 3.37834 0.30733 -2.88614
C 4.19772 -0.47420 -3.89491
F 4.32406 0.23372 -5.03692
F 5.44361 -0.68479 -3.46724
C 3.54943 -1.82882 -4.31947
F 2.22312 -1.73844 -4.10299
F 4.07727 -2.85944 -3.66933
C 3.21131 -0.06706 -1.52941
C 3.85202 -1.33939 -1.02904
C 2.86527 -2.51775 -0.90867
C 1.41554 -2.35946 -1.33208
N 3.33744 -3.60111 -0.45163
H 4.99776 2.04438 2.11595
H 4.75470 1.51191 0.44553
H 4.74988 0.30528 1.72222
H 2.61000 2.49853 1.52017
H 2.71930 1.19066 2.73451
H 2.75035 -0.49004 1.03504
H 1.72771 3.64646 -0.02204
H 0.51132 2.46004 0.38325
H 0.56142 4.26940 -2.06542
H -0.54858 4.38779 -0.72425
H -3.22426 0.21223 1.42043
H 1.67363 3.06851 -2.94256
H 2.87605 1.75802 -4.37495
H 3.70121 -1.97441 -5.39051
H 4.66895 -1.68401 -1.65771
H 4.29336 -1.10967 -0.05470
H 0.90183 -1.78894 -0.54933
H 1.29332 -1.78372 -2.24907
H 0.88883 -3.30672 -1.41767
H 2.56211 -4.26239 -0.41329
C 1.57259 5.74099 -4.51875
O 1.53381 5.38453 -3.33912
N 2.68567 6.28877 -5.06808
N 0.50416 5.61286 -5.34929
H 2.74336 6.59018 -6.02249
H 3.48738 6.39782 -4.47430
H -0.33511 5.21671 -4.96691
H 0.51116 5.89817 -6.31042
C -1.58019 -2.85155 -4.00515
O -1.54912 -3.25891 -2.85712
N -0.51004 -2.21100 -4.57447
N -2.67412 -3.00196 -4.80833
H -0.49694 -1.86410 -5.51390
H 0.29840 -2.09558 -4.00061
H -3.47026 -3.46880 -4.41401
H -2.71977 -2.67609 -5.75414
C -3.60530 0.28040 4.39864
O -3.77223 0.22011 3.18307
N -2.53275 0.90645 4.94475
N -4.48880 -0.27747 5.27332
H -2.36923 0.97147 5.93072
H -1.86400 1.32591 4.31525
H -5.28861 -0.74395 4.88582
H -4.37901 -0.24375 6.26814
C -1.01909 -3.62093 1.52306
O 0.11617 -3.29074 1.21540
N -1.28421 -4.61805 2.41849
N -2.10245 -2.99763 0.98305
H -2.20995 -4.89763 2.67940
H -0.49931 -5.08762 2.82830
H -1.92894 -2.25150 0.32864
H -3.05079 -3.23394 1.20678
C 6.87923 -6.45385 -3.39336
O 7.91885 -7.03477 -3.14542
N 6.51305 -5.29976 -2.75578
N 5.98978 -6.90677 -4.33004
H 5.66141 -4.80595 -2.94125
H 7.14104 -4.94317 -2.06115
H 6.22739 -7.75124 -4.81499
H 5.12780 -6.44603 -4.54751
C -5.51915 -2.90874 -1.65129
O -6.03465 -3.96518 -2.00319
N -6.26255 -1.81163 -1.34339
N -4.16941 -2.75607 -1.53157
H -5.87337 -0.94156 -1.03593
H -7.26093 -1.90125 -1.40518
H -3.59373 -3.54863 -1.74892
H -3.72806 -1.89945 -1.24610
C 7.43106 -1.25518 2.65506
O 6.84977 -0.36040 2.05714
N 7.20883 -2.57626 2.39268
N 8.34707 -1.00192 3.63373
H 7.67336 -3.32360 2.87166
H 6.53951 -2.79917 1.67956
H 8.53127 -0.04129 3.85099
H 8.83494 -1.71731 4.13739
C 5.41169 4.40309 4.36453
O 4.97276 3.33459 3.96004
N 4.59471 5.44904 4.66516
N 6.74729 4.62358 4.54403
H 4.92107 6.33661 4.99549
H 3.60788 5.31895 4.53784
H 7.36968 3.86791 4.32926
H 7.12780 5.48905 4.87477
C 1.56082 7.42832 2.92948
O 2.02993 7.11078 4.01131
N 1.06568 6.50713 2.04737
N 1.49240 8.72495 2.51686
H 0.67592 6.74574 1.15562
H 1.09979 5.54385 2.32360
H 1.84602 9.42446 3.14253
H 1.11107 9.00902 1.63523
C 0.44757 3.37661 4.52205
O -0.00920 2.24090 4.51653
N -0.33830 4.48065 4.68783
N 1.77821 3.62656 4.36320
H 0.01575 5.41841 4.69767
H -1.32257 4.33067 4.80856
H 2.38368 2.83592 4.24205
H 2.17637 4.54655 4.36810
C -9.25531 -3.15006 0.64789
O -8.67861 -2.10626 0.38710
N -10.39499 -3.19064 1.40655
N -8.80720 -4.35526 0.19641
H -10.88149 -4.03879 1.63908
H -10.74872 -2.31816 1.75311
H -7.97372 -4.35539 -0.37183
H -9.26204 -5.22654 0.39374
C -13.80442 -4.41548 -0.33342
O -13.87493 -4.95698 0.75867
N -12.68237 -3.75263 -0.73702
N -14.83617 -4.43135 -1.22888
H -12.58562 -3.29708 -1.62402
H -11.91781 -3.73529 -0.08458
H -15.67234 -4.91214 -0.95573
H -14.79783 -3.99374 -2.12879
*
```

These are the Mulliken partial charges, in e, on atoms 1 to 8: atom 1 (C): -1.100, atom 2 (C): -0.366, atom 3 (C): -1.264, atom 4 (Cl): 0.157, atom 5 (C): 0.534, atom 6 (C): 0.984, atom 7 (C): -1.557, atom 8 (C): -0.956

Look up the Kohn-Sham gap of the sixth one.
7.402 eV

Which of these has the lowest Kohn-Sham gap?
C7H24HgN6O6